(1)
{"formula": "C15H22N2", "method": "ωB97M-V with the def2-TZVPD basis set", "e_above_lowest_kcal_mol": 13.0, "largest_force_ev_per_a": 0.55, "total_energy_ha": -694.29578, "smiles": "[H]/N=c1/c2c(n(CCC)c3c1CCC3)CCCC2", "homo_ev": -7.2, "orbital_gap_ev": 7.98, "charge": 0, "symbols": ["H", "N", "C", "C", "C", "N", "C", "C", "C", "C", "C", "C", "C", "C", "C", "C", "C", "C", "H", "H", "H", "H", "H", "H", "H", "H", "H", "H", "H", "H", "H", "H", "H", "H", "H", "H", "H", "H", "H"], "positions_angstrom": [[1.748, -3.595, -1.408], [0.906, -3.098, -1.692], [0.746, -1.982, -1.078], [-0.412, -1.156, -1.391], [-0.641, 0.036, -0.789], [0.248, 0.560, 0.141], [0.033, 1.827, 0.805], [-0.757, 1.678, 2.113], [-0.936, 3.023, 2.802], [1.337, -0.193, 0.475], [1.603, -1.397, -0.078], [2.890, -1.965, 0.450], [3.192, -1.081, 1.670], [2.415, 0.225, 1.438], [-1.845, 0.876, -1.132], [-2.914, 0.085, -1.881], [-2.274, -0.691, -3.021], [-1.334, -1.729, -2.430], [1.008, 2.268, 1.025], [-0.488, 2.511, 0.134], [-1.734, 1.237, 1.904], [-0.229, 0.990, 2.776], [-1.481, 3.713, 2.160], [-1.493, 2.905, 3.728], [0.030, 3.466, 3.036], [3.676, -1.884, -0.307], [2.799, -3.018, 0.722], [2.819, -1.568, 2.572], [4.259, -0.905, 1.799], [3.054, 0.983, 0.974], [2.032, 0.633, 2.374], [-1.521, 1.715, -1.759], [-2.291, 1.289, -0.226], [-3.676, 0.774, -2.253], [-3.396, -0.616, -1.197], [-1.718, -0.005, -3.663], [-3.037, -1.180, -3.629], [-1.907, -2.537, -1.967], [-0.712, -2.194, -3.196]], "nbo_charge": [0.3271, -0.7533, 0.3243, -0.1123, 0.2177, -0.3789, -0.2043, -0.4032, -0.6077, 0.2398, -0.1565, -0.4178, -0.3812, -0.4441, -0.4299, -0.3884, -0.3926, -0.4250, 0.2077, 0.2104, 0.2021, 0.2019, 0.2032, 0.2169, 0.2027, 0.2050, 0.2129, 0.2040, 0.2101, 0.2127, 0.2128, 0.2100, 0.2105, 0.2062, 0.1988, 0.1931, 0.2086, 0.2117, 0.2451]}


(2)
{"formula": "C5H6N2", "method": "ωB97M-V with the def2-TZVPD basis set", "e_above_lowest_kcal_mol": 170.5, "largest_force_ev_per_a": 6.47, "total_energy_ha": -303.36438, "homo_ev": -7.4, "orbital_gap_ev": 8.34, "charge": 0, "symbols": ["C", "C", "C", "C", "C", "N", "N", "H", "H", "H", "H", "H", "H"], "positions_angstrom": [[-1.757, 1.469, -0.224], [-1.917, 1.050, 0.991], [0.722, -0.852, -0.481], [1.544, -0.485, 0.472], [-0.523, 1.591, 0.595], [1.110, 3.101, 1.272], [0.161, 2.534, 0.996], [-2.167, 1.684, -1.109], [-2.410, 0.537, 1.677], [-0.359, -1.034, -0.296], [1.148, -1.296, -1.477], [2.559, -0.493, 0.163], [1.098, -0.031, 1.389]], "nbo_charge": [-0.1314, -0.1371, -0.3922, -0.3995, -0.0831, -0.0819, -0.0008, 0.2171, 0.2164, 0.1883, 0.1921, 0.2023, 0.2097]}


Question: Number 1 is which compound?
Answer: C15H22N2